Entry 1:
ORCA calculation (ωB97M-V with the def2-TZVPD basis set) on a structure of composition C50H43AsBrN4O2PPtS3.

Cartesian coordinates (Å):
Pt -0.8143 0.6115 -1.7893
O -1.2930 0.7468 -7.5820
C -0.0353 0.6582 -7.0415
C 0.9694 0.1593 -7.8598
C 2.2610 0.0408 -7.3846
C 2.5631 0.4097 -6.0848
C 1.5602 0.8746 -5.2526
C 0.2601 0.9963 -5.7165
C -0.8668 1.3901 -4.7658
O -0.5087 1.8629 -3.5707
N -1.7210 0.1664 -4.6711
N -2.1113 -0.1996 -3.4790
C -2.7001 -1.3137 -3.2083
C -3.2538 -1.5163 -1.8954
Br -3.6439 0.1535 -0.9984
C -3.4838 -2.6965 -1.3074
C -4.0426 -2.9683 0.0071
C -3.4897 -4.0007 0.7688
C -3.9967 -4.2994 2.0176
C -5.0771 -3.5857 2.5172
C -5.6334 -2.5614 1.7694
C -5.1280 -2.2571 0.5203
H -1.8463 1.3357 -7.0560
H 0.7084 -0.1393 -8.8619
H 3.0292 -0.3487 -8.0350
H 3.5734 0.3159 -5.7191
H 1.7579 1.1423 -4.2235
H -1.5047 2.1625 -5.2708
H -1.6264 -0.5283 -5.4114
H -2.8547 -2.0910 -3.9570
H -3.1543 -3.5732 -1.8572
H -2.6567 -4.5698 0.3827
H -3.5509 -5.1029 2.5877
H -5.4978 -3.8470 3.4769
H -6.4739 -1.9959 2.1457
H -5.6061 -1.4970 -0.0786
C 1.2196 1.9032 1.1304
C 1.0109 2.2763 2.5872
As 2.5505 3.1036 3.5488
C 2.8157 4.5380 2.2313
C 3.8025 4.5921 1.2583
C 3.8772 5.6725 0.3943
C 2.9584 6.7035 0.4849
C 1.9582 6.6535 1.4420
C 1.8978 5.5823 2.3120
C 4.0027 1.8573 3.1391
C 3.7892 0.4921 2.9826
C 4.8533 -0.3811 2.8378
C 6.1520 0.0970 2.8664
C 6.3826 1.4499 3.0529
C 5.3161 2.3182 3.1986
P -0.3998 1.3721 0.3807
C -1.2663 2.9723 0.4664
C -1.9404 3.5095 1.5559
C -2.4294 4.8040 1.4951
C -2.2193 5.5823 0.3692
C -1.5418 5.0531 -0.7180
C -1.0847 3.7510 -0.6770
C -1.0558 0.2133 1.6289
C -0.2221 -0.8255 2.0478
C -0.6739 -1.7649 2.9547
C -1.9823 -1.7192 3.4060
C -2.8269 -0.7164 2.9684
C -2.3693 0.2493 2.0885
H 1.9652 1.1138 1.0089
H 1.5541 2.7675 0.5449
H 0.6856 1.4080 3.1667
H 0.2208 3.0299 2.6596
H 4.5222 3.7875 1.1738
H 4.6587 5.7097 -0.3514
H 3.0225 7.5465 -0.1869
H 1.2355 7.4537 1.5166
H 1.1282 5.5494 3.0775
H 2.7790 0.1004 2.9983
H 4.6705 -1.4391 2.7116
H 6.9829 -0.5833 2.7541
H 7.3950 1.8262 3.0976
H 5.4971 3.3734 3.3778
H -2.0941 2.9222 2.4479
H -2.9758 5.2048 2.3364
H -2.5928 6.5947 0.3357
H -1.3713 5.6508 -1.6002
H -0.5821 3.3151 -1.5368
H 0.7795 -0.8991 1.6452
H -0.0161 -2.5418 3.3130
H -2.3457 -2.4769 4.0824
H -3.8496 -0.6889 3.3060
H -3.0430 1.0127 1.7375
S -1.5640 -6.4184 -1.8628
C -0.6968 -5.0448 -1.6383
S -0.6142 -3.7880 -2.8758
C 0.2389 -2.7440 -1.6905
N 0.4310 -3.3520 -0.5776
N -0.0283 -4.6120 -0.5297
C 0.2417 -5.3020 0.6727
C 0.0249 -6.6622 0.8618
C 0.2939 -7.2290 2.0972
C 0.7817 -6.4623 3.1412
C 1.0490 -5.1197 2.9323
C 0.7891 -4.5439 1.7076
S 0.9103 -1.2364 -2.0585
H -0.3440 -7.2795 0.0611
H 0.1294 -8.2862 2.2436
H 0.9641 -6.9041 4.1085
H 1.4720 -4.5189 3.7236
H 1.0089 -3.5078 1.5189

2S+1: 1
LUMO (alpha / beta): -1.66 / -1.66 eV

These are the Mulliken partial charges, in e, on atoms 1 to 99: atom 1 (Pt): 0.99, atom 2 (O): -0.67, atom 3 (C): 0.34, atom 4 (C): -0.67, atom 5 (C): -0.40, atom 6 (C): -0.89, atom 7 (C): -0.32, atom 8 (C): 0.70, atom 9 (C): -0.33, atom 10 (O): -0.78, atom 11 (N): -0.25, atom 12 (N): -0.09, atom 13 (C): -0.34, atom 14 (C): -0.17, atom 15 (Br): 0.00, atom 16 (C): -0.52, atom 17 (C): 0.11, atom 18 (C): -0.03, atom 19 (C): -0.75, atom 20 (C): -0.45, atom 21 (C): -0.80, atom 22 (C): -0.37, atom 23 (H): 0.39, atom 24 (H): 0.43, atom 25 (H): 0.38, atom 26 (H): 0.41, atom 27 (H): 0.37, atom 28 (H): 0.13, atom 29 (H): 0.33, atom 30 (H): 0.57, atom 31 (H): 0.80, atom 32 (H): 0.22, atom 33 (H): 0.50, atom 34 (H): 0.40, atom 35 (H): 0.43, atom 36 (H): 0.64, atom 37 (C): -0.61, atom 38 (C): -1.19, atom 39 (As): 0.28, atom 40 (C): -0.02, atom 41 (C): 0.20, atom 42 (C): -0.75, atom 43 (C): -0.45, atom 44 (C): -0.72, atom 45 (C): -0.29, atom 46 (C): 0.19, atom 47 (C): -0.31, atom 48 (C): -0.61, atom 49 (C): -0.46, atom 50 (C): -0.63, atom 51 (C): -0.40, atom 52 (P): 0.04, atom 53 (C): 0.84, atom 54 (C): -0.20, atom 55 (C): -0.86, atom 56 (C): -0.63, atom 57 (C): -0.89, atom 58 (C): -0.97, atom 59 (C): 1.20, atom 60 (C): -0.68, atom 61 (C): -0.62, atom 62 (C): -0.76, atom 63 (C): -1.21, atom 64 (C): -0.65, atom 65 (H): 0.87, atom 66 (H): 0.69, atom 67 (H): 0.45, atom 68 (H): 0.37, atom 69 (H): 0.45, atom 70 (H): 0.41, atom 71 (H): 0.40, atom 72 (H): 0.41, atom 73 (H): 0.35, atom 74 (H): 0.46, atom 75 (H): 0.45, atom 76 (H): 0.39, atom 77 (H): 0.38, atom 78 (H): 0.47, atom 79 (H): 0.55, atom 80 (H): 0.45, atom 81 (H): 0.42, atom 82 (H): 0.50, atom 83 (H): 0.25, atom 84 (H): 0.64, atom 85 (H): 0.50, atom 86 (H): 0.42, atom 87 (H): 0.47, atom 88 (H): 0.68, atom 89 (S): -0.29, atom 90 (C): 0.21, atom 91 (S): -0.15, atom 92 (C): 0.15, atom 93 (N): -0.78, atom 94 (N): 0.65, atom 95 (C): 0.36, atom 96 (C): -0.48, atom 97 (C): -0.73, atom 98 (C): -0.60, atom 99 (C): -0.61

***

Entry 2:
ORCA calculation (ωB97M-V with the def2-TZVPD basis set) on a structure of composition C40H63BGeN5P3SbSe4Zr.

Cartesian coordinates (Å):
Zr 1.3800 0.9821 0.4826
C -2.3974 4.6885 -0.4903
C -2.4960 3.2954 0.1345
C -3.1230 2.3307 -0.8634
P -0.8988 2.7656 0.9716
C -1.6169 1.4603 2.0795
N -2.0165 0.2983 1.3054
Ge -0.6715 -0.8160 0.2922
N -0.2643 -2.6664 0.5493
C 1.1174 -3.0645 0.4647
P 2.2759 -1.7325 0.9727
C 2.1476 -1.7663 2.8292
C 3.4497 -1.2855 3.4743
C 1.6496 -3.0744 3.4410
C 3.9104 -2.5131 0.5355
C 3.9713 -2.8027 -0.9681
C 4.2604 -3.7956 1.2926
C -1.1591 -3.5879 0.0467
C -0.8811 -4.9504 -0.1026
C -1.8001 -5.7921 -0.7039
C -2.9974 -5.3032 -1.1938
C -3.2913 -3.9551 -1.0441
C -2.3985 -3.1195 -0.3992
N -2.6522 -1.7266 -0.1535
C -3.5084 -1.4888 0.9759
C -4.5710 -2.2915 1.3336
C -5.3703 -1.9396 2.4144
C -5.0726 -0.7895 3.1204
C -3.9803 -0.0078 2.7904
C -3.1592 -0.3476 1.7129
C -3.0808 -1.0732 -1.3767
C -4.4072 -0.9423 -1.7346
C -4.7379 -0.4705 -3.0004
C -3.7223 -0.1792 -3.8915
C -2.3909 -0.2797 -3.5224
C -2.0367 -0.6782 -2.2323
N -0.7758 -0.6934 -1.6920
C 0.3926 -0.7842 -2.5352
P 1.5627 0.6468 -2.2963
C 3.2121 0.1545 -2.9953
C 4.0688 1.3908 -3.2974
C 3.1685 -0.8208 -4.1664
C 0.9714 2.0237 -3.3856
C 0.8792 1.6884 -4.8714
C -0.3414 2.5992 -2.8711
C -0.7062 4.2614 2.0822
C 0.0054 5.4366 1.4008
C -0.0706 4.0322 3.4522
H -3.3508 4.9267 -0.9635
H -1.6319 4.7234 -1.2676
H -2.1847 5.4710 0.2362
H -3.1713 3.3589 0.9993
H -2.5689 2.3003 -1.8001
H -4.1284 2.6863 -1.0952
H -3.2026 1.3221 -0.4759
H -2.4918 1.9158 2.5530
H -0.9138 1.2235 2.8829
H 1.3762 -3.3680 -0.5613
H 1.3317 -3.9219 1.1123
H 1.3727 -1.0238 3.0483
H 4.2728 -1.9788 3.2991
H 3.3021 -1.2017 4.5494
H 3.7527 -0.3023 3.1117
H 2.3109 -3.9166 3.2430
H 0.6458 -3.3251 3.0951
H 1.5994 -2.9417 4.5223
H 4.6533 -1.7449 0.7817
H 3.4934 -3.7576 -1.1907
H 5.0088 -2.8706 -1.2957
H 3.4755 -2.0390 -1.5697
H 3.5111 -4.5711 1.1255
H 4.3705 -3.6472 2.3647
H 5.2090 -4.1777 0.9117
H 0.0589 -5.3540 0.2441
H -1.5658 -6.8433 -0.8037
H -3.6962 -5.9586 -1.6943
H -4.2068 -3.5489 -1.4506
H -4.7798 -3.1958 0.7810
H -6.2056 -2.5640 2.6988
H -5.6844 -0.4991 3.9640
H -3.7637 0.8514 3.4087
H -5.1797 -1.2132 -1.0277
H -5.7738 -0.3577 -3.2875
H -3.9623 0.1500 -4.8939
H -1.6300 -0.0153 -4.2476
H 0.0960 -0.9014 -3.5821
H 0.9728 -1.6886 -2.2878
H 3.7048 -0.3456 -2.1567
H 3.8800 1.7710 -4.2990
H 5.1259 1.1299 -3.2327
H 3.9053 2.2019 -2.5846
H 2.6930 -0.3876 -5.0460
H 2.6422 -1.7442 -3.9189
H 4.1887 -1.0907 -4.4426
H 1.7458 2.7889 -3.2463
H 0.2789 0.7939 -5.0564
H 1.8567 1.5396 -5.3234
H 0.3971 2.5148 -5.3956
H -1.1528 1.8805 -2.9805
H -0.6057 3.4910 -3.4414
H -0.2690 2.8803 -1.8171
H -1.7551 4.5376 2.2523
H 1.0769 5.3874 1.5998
H -0.3639 6.3730 1.8185
H -0.1303 5.4729 0.3187
H 0.9951 3.8316 3.3623
H -0.5346 3.2280 4.0236
H -0.1766 4.9504 4.0320
Se 4.7478 4.1733 2.9938
Sb 4.7351 3.5098 0.7403
Se 3.9358 0.9905 0.4643
Se 2.2679 3.3108 -0.0873
Se 6.2330 4.1342 -0.9610
B 1.3114 1.1804 5.3036
C 1.4903 1.3133 3.7757
N 1.4836 1.4082 2.6134
H 0.2986 0.5235 5.4111
H 1.1734 2.2975 5.7129
H 2.2723 0.6356 5.7625

2S+1: 2
LUMO (alpha / beta): -1.10 / -2.34 eV

These are the Mulliken partial charges, in e, on atoms 1 to 99: atom 1 (Zr): -3.42, atom 2 (C): -1.79, atom 3 (C): 0.17, atom 4 (C): -1.26, atom 5 (P): 2.38, atom 6 (C): -1.93, atom 7 (N): 0.39, atom 8 (Ge): 0.40, atom 9 (N): 1.23, atom 10 (C): -3.16, atom 11 (P): 1.05, atom 12 (C): 1.52, atom 13 (C): -1.57, atom 14 (C): -1.70, atom 15 (C): 1.14, atom 16 (C): -1.86, atom 17 (C): -1.52, atom 18 (C): 0.16, atom 19 (C): -0.80, atom 20 (C): -0.91, atom 21 (C): -1.15, atom 22 (C): -0.12, atom 23 (C): 0.44, atom 24 (N): 1.41, atom 25 (C): 0.10, atom 26 (C): 0.05, atom 27 (C): -1.11, atom 28 (C): -0.96, atom 29 (C): -0.66, atom 30 (C): 0.33, atom 31 (C): -0.29, atom 32 (C): 0.03, atom 33 (C): -1.36, atom 34 (C): -0.93, atom 35 (C): -0.52, atom 36 (C): 0.56, atom 37 (N): 0.55, atom 38 (C): -1.33, atom 39 (P): 2.05, atom 40 (C): 0.91, atom 41 (C): -1.49, atom 42 (C): -1.55, atom 43 (C): 0.81, atom 44 (C): -1.65, atom 45 (C): -0.77, atom 46 (C): 0.33, atom 47 (C): -1.95, atom 48 (C): -1.69, atom 49 (H): 0.46, atom 50 (H): 0.23, atom 51 (H): 0.41, atom 52 (H): 0.88, atom 53 (H): 0.23, atom 54 (H): 0.67, atom 55 (H): -0.21, atom 56 (H): 0.57, atom 57 (H): 0.29, atom 58 (H): 0.77, atom 59 (H): 1.06, atom 60 (H): -0.76, atom 61 (H): 0.33, atom 62 (H): 0.55, atom 63 (H): 0.23, atom 64 (H): 0.24, atom 65 (H): 0.33, atom 66 (H): 0.54, atom 67 (H): 0.67, atom 68 (H): 0.36, atom 69 (H): 0.60, atom 70 (H): 0.18, atom 71 (H): 0.26, atom 72 (H): 0.33, atom 73 (H): 0.49, atom 74 (H): 0.43, atom 75 (H): 0.41, atom 76 (H): 0.44, atom 77 (H): 0.59, atom 78 (H): 0.54, atom 79 (H): 0.44, atom 80 (H): 0.39, atom 81 (H): 0.55, atom 82 (H): 0.57, atom 83 (H): 0.43, atom 84 (H): 0.42, atom 85 (H): 0.17, atom 86 (H): 1.12, atom 87 (H): -0.33, atom 88 (H): 0.02, atom 89 (H): 0.31, atom 90 (H): 0.43, atom 91 (H): 0.21, atom 92 (H): 0.28, atom 93 (H): 0.30, atom 94 (H): 0.49, atom 95 (H): 0.79, atom 96 (H): 0.27, atom 97 (H): 0.40, atom 98 (H): 0.45, atom 99 (H): -0.16

***

Entry 3:
ORCA calculation (ωB97M-V with the def2-TZVPD basis set) on a cluster of 2 separate species, C28H61IN3O10S in total.

Cartesian coordinates (Å):
C -2.6068 -4.6753 0.4805
C -1.7423 -3.4960 0.8608
O -1.1427 -2.9721 -0.3110
N -1.1108 -1.5499 -0.2487
C -0.9064 -0.9806 -1.5987
C -2.2634 -0.3202 -1.9900
C -3.4780 -0.8191 -1.2440
O -4.6897 -0.3968 -1.8904
C -0.4733 -2.0388 -2.6159
C -1.5655 -2.8862 -3.2803
C -1.8732 -2.4916 -4.7159
N -0.6425 -2.4751 -5.5410
C 0.2065 0.0743 -1.4599
C 0.6285 0.7752 -2.7500
C -0.4101 1.4022 -3.6934
C -0.7240 0.5615 -4.9568
C -0.4465 1.3245 -6.2638
S -0.0251 0.2406 -7.6100
O 0.2859 1.0664 -8.7352
O -1.0510 -0.7379 -7.7818
O 1.3115 -0.4763 -7.1396
O 1.3233 -0.7287 -1.0658
C 2.4153 -0.0531 -0.4792
C 2.4089 -0.1549 1.0483
C 2.7460 -1.5902 1.4712
C 3.4636 0.8375 1.5878
C 4.9061 0.3506 1.4474
C 3.1588 1.2323 3.0517
O -0.0442 0.9152 -0.3334
C -0.4575 2.2190 -0.5188
I -1.7860 2.6257 1.1794
C 0.6543 3.2649 -0.5032
O 0.8532 3.7923 -1.8153
C 0.6465 5.1712 -1.8957
C -0.7225 5.5345 -2.4030
O 1.5313 5.9756 -1.5808
H -2.0131 -5.4609 0.0269
H -3.3452 -4.3742 -0.2557
H -3.1395 -5.0474 1.3492
H -2.3452 -2.7322 1.3437
H -0.9429 -3.8298 1.5268
H -0.3258 -1.3087 0.3496
H -2.4155 -0.3660 -3.0644
H -2.2007 0.7423 -1.7575
H -3.5070 -0.4255 -0.2358
H -3.5249 -1.9005 -1.1699
H -4.4602 0.1769 -2.6194
H 0.0410 -1.5602 -3.4437
H 0.2690 -2.6798 -2.1673
H -1.1676 -3.8980 -3.3262
H -2.4754 -2.9593 -2.6983
H -2.4104 -1.5525 -4.8013
H -2.5523 -3.2499 -5.1084
H -0.5006 -3.4206 -5.8706
H -0.8390 -1.9437 -6.3848
H 1.3558 1.5426 -2.5065
H 1.1899 0.0324 -3.3017
H -1.3580 1.6556 -3.2369
H 0.0007 2.3468 -4.0342
H -1.7850 0.3479 -4.9628
H -0.1298 -0.3458 -4.9850
H -1.3186 1.8491 -6.6297
H 0.3769 2.0285 -6.1833
H 1.5973 -0.1844 -6.2675
H 3.3146 -0.5506 -0.8304
H 2.5168 0.9894 -0.7708
H 1.4412 0.1620 1.4262
H 3.2203 -1.6066 2.4472
H 1.8433 -2.1934 1.4705
H 3.4338 -2.0464 0.7689
H 3.4201 1.7494 0.9947
H 5.1617 -0.3848 2.2029
H 5.5663 1.2026 1.5857
H 5.1184 -0.0579 0.4660
H 2.2748 0.7105 3.3960
H 4.0251 1.0142 3.6693
H 3.0144 2.3056 3.1096
H -1.0978 2.3956 -1.3723
H 1.5792 2.8609 -0.1036
H 0.3832 4.0846 0.1519
H -0.6792 6.4941 -2.8929
H -1.4001 5.5318 -1.5528
H -1.0549 4.7485 -3.0712
C -0.7579 -0.8841 5.6745
N -0.2816 -0.4754 7.0397
C 0.1447 -1.7104 7.7666
C -1.4041 0.1632 7.7843
C 0.9197 0.4419 6.9737
C 0.7065 1.7916 6.3331
O 0.3089 1.6197 4.9846
H -1.4286 -1.7322 5.7990
H -1.2947 -0.0632 5.2186
H 0.1004 -1.1684 5.0743
H -0.7069 -2.3803 7.8390
H 0.4886 -1.4324 8.7596
H 0.9475 -2.1821 7.2066
H -1.7562 1.0251 7.2271
H -1.0471 0.4640 8.7663
H -2.2074 -0.5621 7.8810
H 1.6850 -0.1136 6.4326
H 1.2457 0.5878 8.0027
H 1.6612 2.3236 6.3774
H -0.0310 2.3865 6.8812
H 0.1742 2.4876 4.5922

total charge: +1
2S+1: 1
LUMO: -2.67 eV

These are the Mulliken partial charges, in e, on atoms 1 to 99: atom 1 (C): -1.31, atom 2 (C): -0.25, atom 3 (O): -0.21, atom 4 (N): 0.05, atom 5 (C): 1.12, atom 6 (C): -1.14, atom 7 (C): -0.10, atom 8 (O): -0.65, atom 9 (C): -1.88, atom 10 (C): -0.75, atom 11 (C): -0.91, atom 12 (N): -0.37, atom 13 (C): 0.24, atom 14 (C): -2.89, atom 15 (C): -1.19, atom 16 (C): 0.00, atom 17 (C): -1.16, atom 18 (S): 1.40, atom 19 (O): -0.66, atom 20 (O): -0.68, atom 21 (O): -0.45, atom 22 (O): -0.41, atom 23 (C): -1.60, atom 24 (C): 1.82, atom 25 (C): -1.97, atom 26 (C): 0.71, atom 27 (C): -1.90, atom 28 (C): -1.19, atom 29 (O): -0.03, atom 30 (C): -0.13, atom 31 (I): -0.06, atom 32 (C): -0.63, atom 33 (O): -0.18, atom 34 (C): 0.64, atom 35 (C): -0.91, atom 36 (O): -0.56, atom 37 (H): 0.31, atom 38 (H): 0.30, atom 39 (H): 0.42, atom 40 (H): 0.38, atom 41 (H): 0.28, atom 42 (H): 0.50, atom 43 (H): -0.25, atom 44 (H): 0.65, atom 45 (H): 0.34, atom 46 (H): -0.04, atom 47 (H): 0.37, atom 48 (H): 1.08, atom 49 (H): 0.62, atom 50 (H): 0.43, atom 51 (H): 0.13, atom 52 (H): 0.21, atom 53 (H): 0.57, atom 54 (H): 0.31, atom 55 (H): 0.11, atom 56 (H): 1.24, atom 57 (H): 1.40, atom 58 (H): 0.27, atom 59 (H): 1.01, atom 60 (H): 0.16, atom 61 (H): -0.19, atom 62 (H): 0.39, atom 63 (H): 0.49, atom 64 (H): 0.38, atom 65 (H): 0.62, atom 66 (H): 0.25, atom 67 (H): 0.16, atom 68 (H): 0.50, atom 69 (H): 0.27, atom 70 (H): 0.36, atom 71 (H): 0.28, atom 72 (H): 0.40, atom 73 (H): 0.50, atom 74 (H): 0.35, atom 75 (H): 0.10, atom 76 (H): 0.44, atom 77 (H): 0.26, atom 78 (H): 0.26, atom 79 (H): -0.02, atom 80 (H): 0.78, atom 81 (H): 0.35, atom 82 (H): 0.26, atom 83 (H): 0.25, atom 84 (C): -1.06, atom 85 (N): 0.00, atom 86 (C): -0.87, atom 87 (C): -0.88, atom 88 (C): -0.62, atom 89 (C): -0.68, atom 90 (O): -0.26, atom 91 (H): 0.38, atom 92 (H): 0.38, atom 93 (H): 0.45, atom 94 (H): 0.39, atom 95 (H): 0.40, atom 96 (H): 0.39, atom 97 (H): 0.37, atom 98 (H): 0.36, atom 99 (H): 0.39

***

Entry 4:
ORCA calculation (ωB97M-V with the def2-TZVPD basis set) on a structure of composition CHIN2OS2.

Cartesian coordinates (Å):
C 0.8495 -0.5387 -0.6545
N -2.2073 0.5448 -0.6342
N 0.0166 1.1178 0.7478
O -0.7936 -1.3336 0.7533
S 1.5535 0.5081 0.4796
S -1.0297 -0.1043 -0.0251
I 1.8711 -2.2270 -1.0837
H -0.2601 2.0328 0.4168

2S+1: 1
LUMO: -1.95 eV

Which charges does natural (NBO) predict for the atoms? In e, they are: atom 1 (C): -0.58, atom 2 (N): -0.90, atom 3 (N): -0.99, atom 4 (O): -0.88, atom 5 (S): 0.70, atom 6 (S): 1.88, atom 7 (I): 0.35, atom 8 (H): 0.42

***

Number 1: electronic energy -238522.6876 eV, F_max 0.0436 hartree/bohr. Number 2: electronic energy -404218.5981 eV, F_max 0.0263 hartree/bohr. Number 3: electronic energy -73896.1133 eV, F_max 0.0713 hartree/bohr. Number 4: electronic energy -35845.8560 eV, F_max 0.0611 hartree/bohr.